Record 1
A structure of composition C31H50F2N3O6S4 in a non-equilibrium geometry. Source: the OMol25 dataset; level of theory: ωB97M-V with the def2-TZVPD basis set.

```
96
Properties=species:S:1:pos:R:3:forces:R:3:mulliken_charge:R:1
C 1.91009 -3.02891 1.95115 0.0905 1.1639 -0.3609 -1.514
C 2.77146 -2.43432 0.81147 0.1165 -0.8110 0.2458 1.390
C 3.09394 -3.38970 -0.36314 -0.0122 0.0647 0.4645 -0.797
C 2.09079 -4.51919 -0.61997 0.2993 0.4219 -0.7787 -1.191
C 0.63970 -4.07739 -0.84719 0.3799 -0.4892 0.1196 -0.986
C 0.47750 -2.87564 -1.77665 -1.0708 0.0353 0.3001 0.823
C -0.84458 -2.09910 -1.50916 0.2963 -0.1447 -0.7353 0.427
C -1.86868 -2.16953 -2.67246 -0.5738 0.0514 0.3358 -2.017
N -2.42336 -0.86869 -3.12340 2.0393 -0.3170 0.7063 0.318
C -3.04886 -0.13591 -2.01027 -1.5009 0.3543 -0.0559 -0.863
C -4.48060 0.33426 -2.30182 -0.2112 -0.4456 0.4247 -1.016
C -5.32863 0.45148 -1.02910 -0.1216 0.4607 0.2723 -0.923
C -4.59889 1.10358 0.16055 -0.4238 0.2663 -0.0622 0.041
C -5.46990 2.08001 0.96757 0.2926 -0.0218 -0.1785 -0.857
C -4.63979 3.15405 1.69504 0.4004 -0.5195 -0.2285 -1.106
C -3.29776 2.67507 2.25557 -0.5334 0.2321 1.0858 1.139
C -3.45013 1.65663 3.41088 0.3362 -0.0079 -0.8584 -1.505
C -1.59030 -0.10373 -3.89597 -0.6519 0.6726 -0.4009 0.485
S -2.03877 1.39714 -4.40142 0.0931 0.2644 0.1155 -0.258
S 0.02624 -0.69616 -4.37702 -0.0945 -0.5467 0.2340 -0.246
C 1.05361 0.70153 -3.81330 0.0011 0.1261 -0.4641 -0.426
C 2.35906 0.22078 -3.17951 0.3110 0.2573 0.3372 -1.444
C 2.45048 0.54460 -1.68156 -0.4076 -0.2637 -0.1904 1.590
C 2.11643 1.98897 -1.35927 0.4390 -1.9157 -0.2260 0.044
C 2.71640 2.94545 -2.13204 0.4524 -0.0853 -0.3374 -1.169
C 2.46129 4.27074 -1.95653 0.8011 1.3547 -1.1304 0.671
C 3.09694 5.32311 -2.82938 -0.0307 -0.4298 0.2579 -1.735
C 1.58911 4.59449 -0.96781 -0.8035 1.4318 0.6113 0.047
C 0.98418 3.64919 -0.18602 -0.8176 0.0814 0.7985 1.064
C 1.23221 2.30968 -0.35155 -0.9964 -0.6709 0.5194 1.078
C 0.56173 1.29310 0.53655 0.5558 0.1355 1.0549 1.995
C 0.98409 1.50225 2.02274 -0.2093 -0.7259 -0.1043 -1.710
C 0.04712 4.33885 0.76848 -0.6001 -0.2447 0.2823 -0.189
O -0.66212 3.90254 1.65292 1.0182 0.5374 -0.9597 -0.502
N 0.08180 5.71014 0.40670 1.0245 0.3143 0.5790 -0.136
C 1.08837 5.94412 -0.54797 0.4414 0.7973 -1.1212 0.061
O 1.43119 7.05076 -0.94754 -0.4685 -1.4743 0.8023 -0.633
H 1.95826 -4.10630 2.03394 0.0229 -0.0986 0.1155 0.328
H 2.25235 -2.57105 2.87311 0.0170 -0.3206 0.3079 0.414
H 0.88938 -2.66984 1.81935 -0.2618 -0.4173 0.0181 0.275
H 3.72827 -2.17033 1.25848 0.0857 0.3067 -0.0967 0.660
H 2.29755 -1.51542 0.46975 0.0175 0.0994 -0.1297 -1.214
H 4.04811 -3.86538 -0.13736 0.0719 -0.1008 0.0135 0.461
H 3.28300 -2.80387 -1.26504 -0.1081 0.0139 -0.1345 0.203
H 2.19494 -5.25662 0.17115 -0.3106 -0.0593 0.1302 0.438
H 2.41941 -5.02131 -1.53576 0.0979 -0.1052 0.0015 0.462
H 0.12663 -4.91902 -1.31839 -0.1837 -0.0711 0.1019 0.400
H 0.15191 -3.94186 0.11585 -0.0249 0.3289 0.0382 0.481
H 0.41647 -3.24324 -2.79835 0.4049 0.0740 -0.1668 0.588
H 1.28909 -2.15929 -1.71221 0.2619 -0.1754 0.0319 -1.086
H -0.60024 -1.05460 -1.31604 -0.1175 0.1041 0.0873 -0.312
H -1.32808 -2.50471 -0.62489 0.0401 0.0996 0.2266 0.571
H -1.50312 -2.69947 -3.54712 0.2029 -0.0140 0.0066 0.792
H -2.72692 -2.73397 -2.30941 -0.1485 -0.0842 -0.1855 0.333
H -3.11250 -0.79082 -1.14175 0.2331 -0.2724 -0.1185 0.327
H -2.47257 0.73874 -1.71290 0.3857 -0.1134 -0.1592 0.469
H -4.96017 -0.40003 -2.94784 0.0312 0.0509 -0.2626 0.334
H -4.47804 1.29337 -2.80907 0.1447 0.0267 -0.1903 0.330
H -5.76727 -0.50136 -0.73111 0.1477 -0.1916 -0.0342 0.296
H -6.17871 1.09407 -1.26560 -0.1309 -0.0574 -0.1012 0.482
H -3.75126 1.66942 -0.22636 0.1304 -0.0233 0.0342 0.085
H -4.23388 0.34859 0.85573 0.3678 -0.0710 -0.1085 0.377
H -6.13163 2.58612 0.26364 -0.2047 0.0462 0.0827 0.411
H -6.09819 1.51668 1.65819 -0.0802 0.0147 0.0716 0.326
H -4.41934 3.94420 0.97587 -0.1170 0.2015 0.0255 0.302
H -5.20372 3.57416 2.52716 -0.1797 0.1900 -0.0665 0.395
H -2.81976 3.55098 2.69156 0.1993 0.0239 -0.2678 0.519
H -2.62198 2.30192 1.49473 -0.0623 -0.0195 -0.1654 -0.877
H -3.31186 2.14491 4.36939 -0.1437 -0.0688 0.1917 0.389
H -2.67922 0.89646 3.29329 0.0125 -0.1494 0.2940 0.298
H -4.41397 1.15341 3.37495 -0.1063 -0.0521 0.1390 0.374
H 1.28791 1.33476 -4.66369 -0.2095 0.0443 -0.1573 0.355
H 0.43177 1.29882 -3.15271 0.0724 -0.0392 0.1497 0.214
H 3.19043 0.70926 -3.68307 0.0876 -0.0658 -0.2050 0.589
H 2.50544 -0.85041 -3.31224 -0.0286 -0.0658 -0.0438 0.774
H 3.43575 0.27596 -1.30137 0.1322 0.0393 0.0208 0.616
H 1.75155 -0.11573 -1.18177 -0.0130 -0.0432 0.0780 -1.971
H 3.40999 2.64434 -2.89982 0.1395 -0.0412 -0.1549 0.450
H 3.29814 6.20633 -2.23444 0.1206 0.1781 -0.1713 0.387
H 4.00955 4.91899 -3.26006 0.1295 0.1196 -0.0603 0.422
H 2.42588 5.58842 -3.64314 -0.0705 0.1461 -0.0564 0.324
H 0.86609 0.28198 0.30553 -0.0984 -0.0462 -0.3467 -1.472
H -0.52464 1.33229 0.47348 -0.0832 0.1607 -0.1767 -0.722
H 1.21033 0.53657 2.47279 0.0907 -0.0914 -0.0085 0.426
H 0.17821 1.92180 2.60713 0.0299 0.3408 0.0658 0.305
H 1.88552 2.10302 2.10539 -0.0166 0.1944 0.0426 0.417
H 0.19359 6.35230 1.18484 -0.8492 0.1180 -0.0114 0.293
N 4.42104 -5.72241 5.86639 -0.4992 0.1390 -0.0885 -0.451
S 4.20629 -4.80741 4.59496 0.9536 0.7929 -1.2131 1.202
O 3.58445 -3.54272 4.82944 -0.2348 -0.0795 0.3322 -0.568
O 3.88610 -5.47489 3.37168 -0.2165 -0.3227 0.1550 -0.562
F 5.72959 -4.39148 4.35900 0.0261 -0.3102 0.3911 -0.295
S 3.08763 -6.31313 6.46190 -0.8691 -0.1903 0.8336 1.158
O 3.28397 -6.86098 7.76369 0.6417 -0.0876 -0.0603 -0.640
O 2.25900 -7.04807 5.56110 0.1801 0.0545 -0.3326 -0.564
F 2.22217 -5.00649 6.76856 0.0282 0.0310 -0.0671 -0.267
```
Forces are in eV/Å.

Calculated values
Largest force on an atom   2.2 eV/Å
E_tot   -3619.521544 hartree
Total charge   -1

***

Record 2
A cluster of 9 separate species, C31H50O27 in total in a non-equilibrium geometry. Source: the OMol25 dataset; level of theory: ωB97M-V with the def2-TZVPD basis set.

```
108
Properties=species:S:1:pos:R:3:forces:R:3:mulliken_charge:R:1
C -4.12358 -6.04515 17.24251 0.2515 0.3892 0.2795 -0.930
C -5.12894 -6.21687 18.35588 -0.0679 -0.9860 -0.4429 1.117
C -4.80695 -5.56200 19.69188 0.8566 -0.0381 -0.7410 0.953
O -6.04534 -4.98609 20.08723 -0.3667 0.6216 0.5312 -0.231
C -6.91966 -4.99120 19.07288 0.8812 -1.3440 -1.0468 0.792
O -8.05545 -4.65273 19.05580 -0.4960 0.8050 0.6920 -0.706
O -6.35040 -5.57958 17.98773 -0.3656 0.3651 -0.0272 -0.493
H -4.44199 -6.56784 16.34042 -0.1932 0.0773 -0.0255 0.160
H -3.15341 -6.46560 17.52025 -0.0606 0.1128 0.0850 0.210
H -4.01053 -4.97441 17.05348 0.1297 -0.1238 -0.2115 -0.086
H -5.34762 -7.28010 18.44737 -0.1157 0.1187 0.2830 -0.174
H -4.01498 -4.83290 19.48037 -0.4032 0.5084 0.4435 0.118
H -4.45936 -6.22322 20.47909 -0.2199 -0.1919 0.0030 -0.602
C -3.09054 -12.24234 19.33658 0.6255 0.0297 -0.0434 -1.612
C -3.08583 -10.76226 19.63283 -0.3096 0.0489 0.0151 0.579
C -3.66724 -9.82401 18.55434 0.5339 0.1654 0.2641 -0.322
O -4.77744 -9.20860 19.20918 -0.0436 -0.1503 -0.2913 -0.194
C -4.90707 -9.65313 20.47851 0.6225 0.3299 -0.0478 0.513
O -5.77110 -9.28723 21.20459 -0.3729 -0.1093 0.2577 -0.490
O -3.89558 -10.47442 20.80171 -0.2628 -0.1930 -0.3483 -0.328
H -2.55327 -12.42636 18.40240 0.0080 0.0804 0.0037 0.384
H -4.07523 -12.69273 19.23865 -0.1439 0.1748 0.1725 0.344
H -2.51122 -12.72183 20.12587 -0.2690 -0.2975 -0.0080 0.398
H -2.08678 -10.43111 19.90868 0.0858 -0.0615 -0.1554 0.241
H -4.01372 -10.25991 17.61822 -0.0637 -0.4504 0.2292 0.376
H -2.89410 -9.09475 18.29764 -0.3417 0.3070 0.0699 0.082
C -8.85686 -7.57725 20.46728 1.5895 -0.9872 -0.5515 -0.791
C -9.28098 -8.81253 21.22950 -1.0199 0.7028 -0.2858 0.330
C -8.85424 -10.18008 20.71459 0.3785 0.3839 -0.5315 -0.300
O -8.50741 -10.89042 21.90336 -0.2462 -0.1401 -0.0437 -0.390
C -8.46438 -10.04319 22.94908 0.2331 0.3801 -0.0212 0.655
O -8.18106 -10.33379 24.06622 0.0091 -0.2196 0.0562 -0.575
O -8.77721 -8.78244 22.56666 -0.0776 -0.3186 -0.0091 -0.233
H -9.27276 -7.60582 19.45902 -0.4818 0.3983 0.2065 0.418
H -7.77719 -7.66588 20.27404 -0.0195 0.1153 0.2644 -0.207
H -8.99464 -6.64724 21.00721 -0.4713 0.0379 -0.1083 0.277
H -10.38046 -8.80857 21.25981 0.1061 0.0033 0.4338 0.361
H -7.99872 -10.13545 20.03660 0.1786 0.0510 0.2769 0.039
H -9.66494 -10.65554 20.16590 -0.0570 -0.3035 0.3294 0.400
C -6.00102 -0.90340 16.90492 0.0560 0.4006 1.0172 -0.672
C -4.58189 -0.61487 17.37815 -0.4622 0.4288 -1.7478 -0.219
O -3.98816 -1.88140 17.63352 0.1366 -0.3154 0.7001 0.100
C -2.66769 -2.00415 17.52430 -0.4703 0.2951 0.2461 0.381
O -1.90579 -1.14420 17.18595 0.3873 0.1331 -0.1883 -0.618
O -2.35502 -3.24523 17.90158 -0.3201 -0.2568 -0.0512 0.118
C -1.05405 -3.70757 17.59791 1.0711 -0.1259 0.4860 -0.577
H -6.44659 0.03796 16.57508 -0.0456 -0.1421 -0.1919 0.472
H -6.58259 -1.24193 17.76726 -0.1000 -0.1510 -0.1533 0.085
H -6.02012 -1.66012 16.12691 0.0755 0.1008 -0.1577 -0.027
H -4.57800 0.09042 18.20759 0.1934 -0.5027 0.3524 0.005
H -4.05218 -0.13030 16.55421 0.2332 -0.1065 0.1082 0.457
H -0.97284 -4.05924 16.57126 -0.1500 0.1046 -0.0833 0.255
H -0.82578 -4.52501 18.28155 -0.3647 -0.0564 -0.1871 -0.001
H -0.29110 -2.95282 17.79994 -0.2286 0.2137 -0.2568 0.382
C -8.31704 -3.50907 16.03994 -0.4241 0.0008 1.0720 -0.517
O -8.12964 -3.30412 14.65391 0.4534 0.0714 -0.5142 -0.025
C -9.16362 -3.58026 13.85814 0.0258 0.2907 0.6380 0.660
O -10.25914 -3.87583 14.24647 -0.0215 -0.2149 -0.3086 -0.581
O -8.85012 -3.46975 12.56412 -0.3179 -0.0998 -0.1114 -0.363
C -7.61124 -2.90517 12.16374 0.6795 0.2573 0.0487 -0.139
H -8.67101 -4.50918 16.28288 -0.0247 -0.0444 -0.2786 0.496
H -9.03200 -2.79454 16.45122 -0.0765 -0.0069 -0.1531 0.481
H -7.37423 -3.35782 16.55500 0.1765 -0.0154 -0.3750 -0.410
H -6.76929 -3.24812 12.75738 -0.0961 -0.2689 0.0983 -0.137
H -7.60409 -1.81728 12.25582 -0.3091 -0.0044 -0.0789 0.271
H -7.46050 -3.18998 11.12588 -0.1357 0.0381 -0.0259 0.265
C -3.85094 0.50641 20.96684 0.0721 0.7240 1.1521 -0.795
O -4.81124 -0.44100 20.55689 -0.0327 -0.2395 -1.0474 -0.166
C -5.71633 -0.83255 21.44784 0.0429 0.1301 0.5098 0.601
O -5.76790 -0.47367 22.59581 0.0119 -0.0616 -0.0158 -0.604
O -6.53795 -1.68349 20.84804 -0.0108 0.1498 -0.3860 -0.133
C -7.46752 -2.36086 21.65610 -0.9456 -0.8256 1.9327 -0.772
H -4.34325 1.39518 21.37309 -0.0086 -0.1398 0.0714 0.337
H -3.23076 0.84597 20.14301 -0.1734 -0.5109 -0.3626 0.265
H -3.22677 0.07817 21.75248 0.0608 0.0679 -0.0530 0.310
H -8.20048 -2.87410 21.04533 0.3359 -0.0288 -0.4307 0.287
H -8.03108 -1.78818 22.40498 0.2285 0.9261 -0.6829 0.413
H -7.00166 -3.07274 22.34781 0.4522 -0.2681 -0.6686 0.194
O -5.01578 -6.53196 22.77410 0.2961 0.1188 -0.1679 -0.508
C -6.00745 -6.68525 23.41350 -0.7362 -0.4617 -0.2225 0.468
O -6.20937 -7.68302 24.29041 0.7355 0.4260 0.5006 -0.342
C -7.26140 -7.32052 25.17906 -0.9251 0.1432 -0.6990 -0.440
C -8.03207 -6.23651 24.35267 0.6840 -1.3686 0.6933 -0.320
O -7.12526 -5.93050 23.29564 0.4715 0.4088 0.1695 -0.110
H -7.85736 -8.21632 25.32626 -0.0340 0.0190 0.1513 0.261
H -6.90976 -6.92588 26.13185 0.3874 -0.0974 -0.1034 0.324
H -8.19072 -5.36549 24.97837 -0.4107 0.2064 -0.3233 0.361
H -8.90552 -6.72652 23.93710 -0.3280 0.5617 -0.0665 0.210
O -4.76226 -3.61174 14.61443 0.3527 0.1555 -0.0061 -0.478
C -4.84518 -4.68525 14.11762 -0.6877 0.1198 0.2675 0.589
O -6.03030 -5.35025 14.02755 0.0149 0.0884 -0.8485 -0.093
C -5.84436 -6.59840 13.38081 1.4904 -0.8836 0.4249 -0.416
C -4.32300 -6.62202 13.06764 -0.3255 -0.5637 0.0805 -0.447
O -3.83138 -5.39795 13.59733 0.0144 -0.1121 0.0024 -0.383
H -6.06940 -7.35460 14.13128 -0.2431 -0.1654 -0.2165 0.268
H -6.35221 -6.82176 12.44448 -0.7711 0.7751 0.2559 0.313
H -4.10096 -6.68972 12.00403 -0.0435 0.2783 -0.0286 0.335
H -3.85621 -7.48581 13.54452 0.2412 0.2808 0.1597 0.270
O -1.22981 -7.14966 18.68020 0.1490 -0.0100 0.0338 -0.572
C -1.23597 -6.92206 19.85035 -0.5074 0.0004 0.4942 0.696
O -1.14105 -5.69584 20.41145 0.9376 -0.0947 -0.3011 -0.330
C -0.89891 -5.84670 21.81886 -0.6899 -0.7632 0.5123 -0.494
C -1.62395 -7.17004 22.07352 -0.3557 -0.1119 0.3162 0.133
O -1.41818 -7.84704 20.81572 -0.2259 0.0536 -0.3395 -0.332
H 0.14120 -5.98740 22.12005 0.2275 0.5032 -0.6620 0.265
H -1.34542 -4.97308 22.27752 0.0365 -0.0862 0.3131 0.412
H -2.68085 -7.01648 22.29558 -0.1732 -0.0874 -0.4333 -0.166
H -1.25583 -7.86314 22.82574 0.4240 0.4278 0.1633 0.363
```
Forces are in eV/Å.

Calculated values
Largest force on an atom   2.3 eV/Å
E_tot   -3242.820567 hartree
Total charge   0